Model w:
The following is a DFT calculation (ωB97M-V with the def2-TZVPD basis set) of C12H36AlO6S6 as an isolated structure.

Geometry as ORCA input:
```
! wB97M-V def2-TZVPD RIJCOSX def2/J DEFGRID3
* xyz 3 1
Al -0.01 -0.23 0.67
C 4.89 -1.30 0.33
S 3.87 -0.98 -1.21
O 2.39 -0.96 -0.80
C 4.18 -2.57 -2.13
H 5.03 -0.37 0.90
H 5.84 -1.59 -0.11
H 4.51 -2.06 1.01
H 3.64 -2.57 -3.08
H 4.01 -3.52 -1.62
H 5.26 -2.59 -2.29
C -3.33 0.49 -2.81
S -3.56 1.39 -1.27
O -2.44 0.91 -0.37
C -3.29 3.12 -1.96
H -2.52 0.92 -3.40
H -4.23 0.31 -3.39
H -2.97 -0.52 -2.62
H -3.18 3.83 -1.14
H -4.17 3.51 -2.47
H -2.37 3.20 -2.53
C 0.60 4.79 1.81
S -1.00 3.99 1.35
O -0.71 2.51 1.25
C -1.75 3.91 3.01
H 1.44 4.43 1.22
H 0.71 4.63 2.88
H 0.55 5.87 1.69
H -2.69 3.37 3.10
H -1.85 4.91 3.44
H -1.07 3.25 3.55
C -1.43 -4.33 -2.42
S 0.17 -3.61 -2.14
O -0.13 -2.35 -1.31
C 0.79 -4.86 -1.02
H -1.48 -5.35 -2.82
H -1.98 -3.64 -3.06
H -1.93 -4.46 -1.46
H 0.99 -5.81 -1.52
H 0.03 -4.97 -0.24
H 1.76 -4.58 -0.60
C 3.47 3.08 2.65
S 3.64 1.70 1.43
O 2.24 1.41 0.92
C 4.44 2.78 0.11
H 3.40 4.01 2.08
H 4.40 3.11 3.21
H 2.62 2.88 3.30
H 5.43 3.08 0.45
H 3.85 3.68 -0.11
H 4.54 2.27 -0.85
C -5.05 -1.61 0.51
S -3.52 -2.60 0.04
O -2.26 -1.77 -0.15
C -3.50 -3.35 1.76
H -4.71 -0.68 0.98
H -5.65 -2.19 1.20
H -5.56 -1.29 -0.40
H -3.70 -2.65 2.58
H -2.50 -3.79 1.85
H -4.19 -4.15 2.04
*
```

Summary:
HOMO level, eV: -16.53
LUMO energy, eV: -13.410

Atomic partial charges in e from the natural (NBO) method, atoms 1 to 8: 1.32, -0.78, 1.23, -0.96, -0.80, 0.24, 0.25, 0.25



Model x:
The following is a DFT calculation (ωB97M-V with the def2-TZVPD basis set) of C12H36AlO6S6 as an isolated structure.

Geometry as ORCA input:
```
! wB97M-V def2-TZVPD RIJCOSX def2/J DEFGRID3
* xyz 3 1
Al 0.30 -0.74 0.61
C -3.31 -1.28 2.93
S -2.81 -1.37 1.21
O -1.29 -1.41 1.15
C -3.44 -3.05 0.81
H -3.01 -0.29 3.27
H -2.93 -1.96 3.69
H -4.39 -1.41 2.99
H -4.52 -3.16 0.88
H -3.02 -3.71 1.57
H -3.20 -3.28 -0.23
C -1.63 -1.51 -3.17
S -1.60 -0.06 -2.03
O -0.52 -0.36 -0.95
C -0.80 1.25 -3.07
H -1.78 -1.39 -4.24
H -2.45 -2.21 -2.98
H -0.74 -2.14 -3.10
H -1.12 2.24 -2.74
H -1.13 1.23 -4.11
H 0.29 1.14 -3.11
C -3.69 0.99 -0.28
S -2.60 0.83 1.19
O -1.23 0.26 0.82
C -2.29 2.60 1.21
H -3.34 1.67 -1.06
H -4.71 1.12 0.07
H -3.56 -0.04 -0.59
H -1.33 2.90 1.63
H -3.12 3.13 1.68
H -2.25 3.08 0.23
C 4.45 -0.88 0.80
S 3.35 0.43 1.42
O 2.05 -0.27 1.71
C 3.07 1.40 -0.11
H 5.18 -0.37 0.17
H 3.93 -1.58 0.15
H 5.06 -1.48 1.47
H 2.93 0.78 -1.00
H 3.97 1.99 -0.28
H 2.29 2.12 0.14
C 2.48 -0.61 -3.02
S 2.64 -1.85 -1.62
O 1.82 -1.21 -0.55
C 1.58 -3.22 -2.20
H 3.08 -0.82 -3.91
H 2.84 0.40 -2.81
H 1.48 -0.37 -3.37
H 1.65 -4.17 -1.67
H 2.02 -3.42 -3.18
H 0.53 -2.95 -2.25
C 1.72 3.35 1.76
S 0.34 2.19 2.29
O 0.29 1.01 1.29
C 1.43 1.57 3.68
H 1.41 4.14 1.07
H 2.44 2.77 1.19
H 2.33 3.75 2.57
H 0.88 0.74 4.13
H 1.57 2.37 4.41
H 2.40 1.13 3.44
*
```

Summary:
HOMO level, eV: -15.75
LUMO energy, eV: -8.481

Atomic partial charges in e from the natural (NBO) method, atoms 1 to 8: 2.17, -0.83, 1.27, -1.08, -0.78, 0.26, 0.29, 0.29



Order of stability, best first: model w, model x



Model w:
The following is a DFT calculation (ωB97M-V with the def2-TZVPD basis set) of a 2-piece molecular cluster, C4H15N2O overall.

Geometry as ORCA input:
```
! wB97M-V def2-TZVPD RIJCOSX def2/J DEFGRID3
* xyz 2 2
C 0.95 0.21 -2.47
N 2.09 0.68 -1.53
C -0.08 -0.73 -1.85
N -0.32 -0.19 -0.44
C -1.42 0.84 -0.30
C -1.11 2.05 0.62
H 1.55 -0.44 -3.17
H 0.48 1.12 -2.77
H 2.50 -0.18 -1.07
H 2.74 1.17 -2.17
H 0.46 -1.63 -2.10
H -1.12 -0.73 -2.40
H 0.61 0.31 -0.33
H -0.30 -0.82 0.40
H -1.90 1.05 -1.30
H -2.27 0.22 0.17
H -1.64 1.91 1.48
H -1.56 2.98 0.17
H 0.02 2.05 0.70
H 0.22 -3.91 5.74
H 0.06 -2.96 6.80
O 0.02 -2.99 5.81
*
```

Summary:
HOMO level (spin up / spin down), eV: -15.28 / -15.28
LUMO energy (spin up / spin down), eV: -7.990 / -14.089
⟨S²⟩: 0.754

Atomic partial charges in e from the natural (NBO) method, atoms 1 to 8: -0.28, -0.27, -0.27, -0.51, -0.27, -0.61, 0.33, 0.27



Model x:
The following is a DFT calculation (ωB97M-V with the def2-TZVPD basis set) of a 2-piece molecular cluster, C4H15N2O overall.

Geometry as ORCA input:
```
! wB97M-V def2-TZVPD RIJCOSX def2/J DEFGRID3
* xyz 2 2
C -0.21 1.77 0.29
N 1.00 0.91 0.92
C -0.51 1.13 -1.13
N 0.33 -0.06 -1.22
C -0.21 -1.41 -0.71
C -1.40 -1.71 -1.56
H 0.22 2.72 0.08
H -1.13 1.59 0.89
H 1.93 1.39 0.91
H 0.84 0.49 1.82
H -0.31 1.66 -2.16
H -1.68 0.92 -1.03
H 1.29 0.16 -0.76
H 0.30 -0.31 -2.20
H 0.56 -2.28 -1.02
H -0.34 -1.45 0.34
H -2.35 -1.10 -1.38
H -1.93 -2.65 -1.52
H -1.21 -1.72 -2.70
H 2.27 0.24 4.33
H 1.20 -0.61 3.81
O 1.35 0.35 3.99
*
```

Summary:
HOMO level (spin up / spin down), eV: -19.05 / -18.89
LUMO energy (spin up / spin down), eV: -7.699 / -13.453
⟨S²⟩: 0.755

Atomic partial charges in e from the natural (NBO) method, atoms 1 to 8: -0.25, -0.32, -0.27, -0.53, -0.25, -0.72, 0.29, 0.29



Model y:
The following is a DFT calculation (ωB97M-V with the def2-TZVPD basis set) of a 2-piece molecular cluster, C4H15N2O overall.

Geometry as ORCA input:
```
! wB97M-V def2-TZVPD RIJCOSX def2/J DEFGRID3
* xyz 2 2
N 0.43 -1.00 -1.37
C -0.50 -0.60 -0.25
C -1.91 -0.90 -0.69
C -0.32 0.90 0.04
N -0.85 1.30 1.30
C -0.33 0.76 2.57
H 1.40 -1.15 -1.01
H 0.12 -1.84 -1.86
H 0.70 -0.26 -2.01
H -0.22 -1.20 0.62
H -2.03 -0.74 -1.76
H -2.67 -0.30 -0.19
H -2.19 -1.94 -0.48
H 0.80 1.04 0.05
H -0.63 1.52 -0.81
H -0.78 2.32 1.46
H -0.70 1.31 3.43
H -0.74 -0.26 2.66
H 0.74 0.57 2.52
H 3.26 0.65 -2.00
H 3.57 -0.23 -0.82
O 2.84 0.04 -1.39
*
```

Summary:
HOMO level (spin up / spin down), eV: -19.95 / -19.97
LUMO energy (spin up / spin down), eV: -6.664 / -12.034
⟨S²⟩: 0.754

Atomic partial charges in e from the natural (NBO) method, atoms 1 to 8: -0.69, -0.05, -0.66, -0.32, -0.09, -0.49, 0.48, 0.47



Order of stability, best first: model y, model x, model w



Model w:
The following is a DFT calculation (ωB97M-V with the def2-TZVPD basis set) of C16H22IrNO7SSe2 as an isolated structure.

Geometry as ORCA input:
```
! wB97M-V def2-TZVPD RIJCOSX def2/J DEFGRID3
* xyz -1 2
Ir -0.20 -0.14 -0.01
O -1.15 6.09 1.22
C -0.99 5.57 -0.09
C -1.35 4.07 -0.12
C -1.12 3.66 -1.59
O -1.29 2.30 -1.89
C -0.41 3.33 0.83
Se -1.03 1.53 1.37
C -2.79 3.92 0.38
Se -3.24 2.05 0.68
H -1.05 7.05 1.18
H 0.05 5.68 -0.42
H -1.64 6.10 -0.80
H -0.10 3.97 -1.85
H -1.82 4.24 -2.21
H -0.41 1.89 -1.88
H -0.30 3.89 1.76
H 0.57 3.18 0.39
H -3.51 4.34 -0.33
H -2.90 4.46 1.32
C 4.20 6.45 2.11
C 3.78 5.21 1.35
C 3.87 3.95 1.93
C 3.47 2.82 1.24
C 2.98 2.93 -0.05
C 2.90 4.19 -0.65
C 3.29 5.31 0.05
S 2.47 1.47 -0.96
O 3.64 1.05 -1.69
O 1.36 1.99 -1.77
N 1.96 0.47 0.12
C 2.77 -0.72 0.41
C 1.99 -2.04 0.41
O 2.64 -3.06 0.55
O 0.70 -2.00 0.29
H 4.48 6.21 3.13
H 3.39 7.18 2.15
H 5.05 6.93 1.63
H 4.24 3.86 2.95
H 3.51 1.84 1.70
H 2.51 4.26 -1.66
H 3.21 6.29 -0.41
H 3.19 -0.64 1.42
H 3.60 -0.83 -0.29
C -2.91 -1.65 0.54
C -1.89 -1.11 -0.44
O -1.92 -1.52 -1.59
H -3.73 -2.14 0.01
H -3.30 -0.89 1.23
H -2.37 -2.38 1.15
*
```

Summary:
HOMO level (spin up / spin down), eV: -4.75 / -4.66
LUMO energy (spin up / spin down), eV: 2.033 / 2.031
⟨S²⟩: 0.755

Atomic partial charges in e from the natural (NBO) method, atoms 1 to 8: 0.60, -0.73, -0.05, -0.14, -0.05, -0.74, -0.59, 0.40



Model x:
The following is a DFT calculation (ωB97M-V with the def2-TZVPD basis set) of C16H22IrNO7SSe2 as an isolated structure.

Geometry as ORCA input:
```
! wB97M-V def2-TZVPD RIJCOSX def2/J DEFGRID3
* xyz -1 2
Ir -0.74 0.20 0.05
O 0.80 -0.42 3.63
C -0.20 0.12 4.44
C -1.65 -0.06 3.94
C -2.50 -0.13 5.22
O -3.90 -0.20 5.00
C -1.80 -1.41 3.21
Se -1.73 -1.53 1.26
C -2.17 1.12 3.10
Se -0.95 1.91 1.80
H 1.06 0.22 2.96
H -0.03 1.19 4.64
H -0.12 -0.41 5.40
H -2.26 0.74 5.85
H -2.25 -1.03 5.78
H -4.15 0.53 4.42
H -2.79 -1.82 3.42
H -1.05 -2.11 3.58
H -2.41 1.95 3.76
H -3.08 0.82 2.57
C 2.62 5.06 -3.64
C 2.50 3.88 -2.71
C 3.61 2.99 -2.59
C 3.58 1.94 -1.65
C 2.48 1.72 -0.90
C 1.21 2.49 -1.07
C 1.38 3.66 -1.99
S 2.47 0.48 0.34
O 3.64 -0.34 0.15
O 2.30 1.19 1.58
N 1.18 -0.43 0.06
C 1.37 -1.66 -0.72
C 0.19 -1.96 -1.63
O 0.28 -2.87 -2.43
O -0.87 -1.22 -1.48
H 3.05 4.76 -4.60
H 3.28 5.82 -3.21
H 1.65 5.52 -3.82
H 4.50 3.16 -3.18
H 4.45 1.31 -1.51
H 0.84 2.84 -0.10
H 0.53 4.32 -2.09
H 1.49 -2.51 -0.04
H 2.27 -1.62 -1.33
C 0.43 0.85 -2.92
C 0.10 1.58 -1.64
O -1.11 1.80 -1.32
H 0.67 1.62 -3.67
H -0.42 0.26 -3.25
H 1.31 0.22 -2.81
*
```

Summary:
HOMO level (spin up / spin down), eV: -4.71 / -4.71
LUMO energy (spin up / spin down), eV: 2.028 / 1.328
⟨S²⟩: 0.789

Atomic partial charges in e from the natural (NBO) method, atoms 1 to 8: 0.85, -0.74, -0.05, -0.16, -0.05, -0.73, -0.58, 0.07



Order of stability, best first: model w, model x



Model w:
The following is a DFT calculation (ωB97M-V with the def2-TZVPD basis set) of an isolated ion of composition C5H15N2O and charge +1.

Geometry as ORCA input:
```
! wB97M-V def2-TZVPD RIJCOSX def2/J DEFGRID3
* xyz 1 1
C -1.72 1.60 0.38
N -1.72 0.27 -0.36
C -0.77 -0.70 -0.07
C -1.12 -2.04 -0.58
O -0.56 -0.62 1.38
C 0.59 -0.26 -0.62
N 1.48 0.29 0.40
C 2.83 0.89 -0.02
H -0.74 1.94 0.37
H -2.46 2.25 -0.11
H -2.02 1.45 1.51
H -2.66 0.01 -0.66
H -2.09 -2.51 -0.12
H -1.28 -1.97 -1.62
H -0.27 -2.75 -0.60
H -1.29 -0.96 1.94
H 0.55 0.36 -1.46
H 1.00 -1.05 -1.10
H 1.60 -0.44 0.99
H 0.93 1.07 0.72
H 2.77 1.89 -0.47
H 3.62 0.99 0.93
H 3.34 0.28 -0.81
*
```

Summary:
HOMO level, eV: -12.63
LUMO energy, eV: -2.970

Atomic partial charges in e from the natural (NBO) method, atoms 1 to 8: -0.39, -0.67, 0.38, -0.65, -0.80, -0.26, -0.47, -0.46



Model x:
The following is a DFT calculation (ωB97M-V with the def2-TZVPD basis set) of a 3-piece molecular cluster, C5H15N2O overall.

Geometry as ORCA input:
```
! wB97M-V def2-TZVPD RIJCOSX def2/J DEFGRID3
* xyz 1 1
C -0.27 0.48 1.68
C -0.80 0.69 0.29
C -1.31 -0.62 -0.37
C -2.58 -0.76 -0.72
C 0.48 -1.05 -1.97
N -0.29 -1.53 -0.79
N 0.54 -0.68 1.84
H 0.28 1.38 2.00
H -1.12 0.43 2.38
H -0.06 1.12 -0.38
H -1.67 1.35 0.30
H -2.91 -1.55 -1.39
H -3.36 -0.13 -0.34
H 1.17 -1.86 -2.22
H -0.21 -1.02 -2.82
H 0.91 -0.06 -1.89
H 0.38 -1.71 -0.03
H 0.85 -0.78 2.81
H 1.34 -0.70 1.19
H 2.33 -0.65 0.27
H 2.36 1.80 0.02
H 2.20 3.35 0.07
O 1.72 2.51 0.08
*
```

Summary:
HOMO level, eV: -13.49
LUMO energy, eV: -8.790

Atomic partial charges in e from the natural (NBO) method, atoms 1 to 8: -0.28, -0.45, 0.11, -0.33, -0.45, -0.42, -0.55, 0.29



Model y:
The following is a DFT calculation (ωB97M-V with the def2-TZVPD basis set) of an isolated ion of composition C5H15N2O and charge +1.

Geometry as ORCA input:
```
! wB97M-V def2-TZVPD RIJCOSX def2/J DEFGRID3
* xyz 1 1
N 3.00 -0.11 0.77
C 2.64 1.23 0.15
C 1.09 1.38 -0.06
N 0.45 0.07 -0.16
C -0.72 0.25 -1.01
C -1.58 -1.04 -1.07
C -2.78 -1.00 -0.14
O -2.38 -0.71 1.21
H 2.21 -0.68 1.13
H 3.43 -0.72 0.04
H 3.67 0.03 1.56
H 3.02 1.97 0.87
H 3.30 1.42 -0.70
H 0.53 1.99 0.66
H 1.03 1.97 -0.99
H 0.31 -0.39 0.74
H -0.37 0.40 -2.04
H -1.49 0.98 -0.74
H -0.98 -1.92 -0.69
H -1.65 -1.39 -2.07
H -3.60 -0.38 -0.51
H -3.20 -2.03 -0.04
H -3.07 -0.10 1.53
*
```

Summary:
HOMO level, eV: -12.94
LUMO energy, eV: -3.611

Atomic partial charges in e from the natural (NBO) method, atoms 1 to 8: -0.69, -0.23, -0.24, -0.67, -0.23, -0.44, -0.08, -0.74



Model z:
The following is a DFT calculation (ωB97M-V with the def2-TZVPD basis set) of C5H15N2O as an isolated structure.

Geometry as ORCA input:
```
! wB97M-V def2-TZVPD RIJCOSX def2/J DEFGRID3
* xyz 1 1
C 0.95 -0.59 -1.95
C -0.40 -1.29 -1.52
C -0.74 -1.28 0.00
C 0.03 -1.94 0.96
N 0.52 -1.42 2.14
C -1.62 -0.12 0.47
N 0.78 0.78 -1.42
H -1.42 5.69 1.05
H 1.77 -1.15 -1.47
H -0.23 -2.35 -1.82
H -1.29 -0.95 -2.08
H 0.46 -2.91 0.69
H 0.92 -2.07 2.81
H 0.90 -0.34 1.95
H -2.68 -0.14 0.17
H -1.25 0.80 0.02
H -1.54 0.04 1.54
H -1.54 5.38 0.39
H 1.22 1.54 -1.82
H 1.18 -0.52 -3.02
H 1.85 1.18 1.98
H 0.82 0.89 -0.41
O 1.30 0.75 1.36
*
```

Summary:
HOMO level, eV: -13.19
LUMO energy, eV: -8.010

Atomic partial charges in e from the natural (NBO) method, atoms 1 to 8: -0.19, -0.49, 0.41, 0.05, -0.50, -0.72, -0.77, 0.01



Order of stability, best first: model y, model w, model z, model x